No. 1
Density functional theory data (ωB97M-V with the def2-TZVPD basis set) for C6H10N2 in the gas phase at a distorted geometry.

Properties
energy above the lowest of the compared OMol25 structures with the same formula, charge and spin	24.2	kcal per mole
2S+1	1
SMILES string	CC1=N[C@@]2(C)C[C@H]2N1
total charge	0

Atoms and positions in Å:
C (2.69636, -0.50382, 0.11255)
C (1.22166, -0.21881, 0.02829)
C (-0.93335, -0.27072, 0.14151)
C (-2.05176, -1.11490, -0.39539)
C (-1.15488, 1.01450, 0.91966)
C (-0.54086, 1.07282, -0.48495)
H (2.86718, -1.51734, 0.48348)
H (3.15140, 0.24672, 0.79444)
H (3.16656, -0.44074, -0.93174)
H (-2.53135, -1.81700, 0.34473)
H (-2.87174, -0.47163, -0.69146)
H (-1.67647, -1.64609, -1.24842)
H (-2.18325, 1.34751, 1.06155)
H (-0.55629, 1.07134, 1.81991)
H (-1.11129, 1.43897, -1.30977)
H (1.37113, 1.83748, -0.37847)
N (0.28241, -1.01207, 0.36582)
N (0.85453, 0.98376, -0.63174)


No. 2
Density functional theory data (ωB97M-V with the def2-TZVPD basis set) for C6H10N2O in the gas phase at a distorted geometry.

Properties
energy above the lowest of the compared OMol25 structures with the same formula, charge and spin	87.3	kcal per mole
2S+1	1
SMILES string	Cc1nocc1N(C)C
total charge	0

Atoms and positions in Å:
C (1.26249, -1.48065, -0.22661)
C (0.45507, -0.44055, 0.07918)
C (1.55931, 0.77563, 0.12400)
C (1.25919, 2.11494, 0.49082)
C (-1.55490, -1.58872, 0.45190)
C (-1.59451, 0.48695, -0.79620)
N (2.70086, 0.20046, -0.05517)
N (-0.96436, -0.25439, 0.19878)
O (2.56912, -1.12862, -0.27119)
H (1.01710, -2.47595, -0.02763)
H (0.73870, 2.60733, -0.27069)
H (0.52983, 2.17288, 1.34845)
H (2.13235, 2.71514, 0.59638)
H (-0.87613, -1.97487, 1.19510)
H (-2.60349, -1.60407, 0.72973)
H (-1.50436, -2.27556, -0.46000)
H (-0.82445, 0.53721, -1.71981)
H (-2.65363, 0.10260, -0.99849)
H (-1.64821, 1.51023, -0.38853)


No. 3
Density functional theory data (ωB97M-V with the def2-TZVPD basis set) for C6H10N2O in the gas phase at a distorted geometry.

Properties
energy above the lowest of the compared OMol25 structures with the same formula, charge and spin	74.2	kcal per mole
2S+1	1
SMILES string	CC1(C)C[C@]1(O)NC#N
total charge	0

Atoms and positions in Å:
C (-0.32265, 0.48670, -0.06203)
C (1.05832, 0.62431, -0.62220)
C (-1.43375, 0.53580, -1.07789)
C (-0.65690, 1.19454, 1.22739)
C (1.15192, -0.61400, 0.19327)
O (2.00122, -0.65112, 1.27561)
N (0.79639, -1.89319, -0.25033)
C (-0.52862, -2.14469, -0.27012)
N (-1.55521, -2.69436, -0.30418)
H (2.66124, 0.05693, 1.21058)
H (1.46047, -2.64184, -0.04416)
H (1.16364, 0.45327, -1.69446)
H (1.67376, 1.45741, -0.27104)
H (-1.71424, 1.57608, -1.29740)
H (0.02210, 0.94517, 2.04797)
H (-2.32982, 0.02447, -0.71215)
H (-1.15435, 0.07107, -2.02707)
H (-0.63285, 2.28661, 1.10490)
H (-1.66066, 0.92684, 1.57330)